--- i ---
2 unconnected molecules or ions with the total composition C5H14. Source: the Open Molecules 2025 dataset; level of theory: ωB97M-V/def2-TZVPD.

Values from the calculation:
E_HOMO   -0.421 Ha
SMILES   CCC.CC
LUMO energy   1.16 eV

Last columns: bonded neighbours and bond lengths (Å).
Element x y z (Å)
1 C 0.40 0.27 2.61  C2 1.525, H3 1.097, H4 1.093, H5 1.094
2 C 1.14 -0.92 2.01  C1 1.525, H6 1.087, H7 1.095, H8 1.086
3 H 0.60 0.30 3.69  C1 1.097
4 H 0.68 1.23 2.17  C1 1.093
5 H -0.68 0.21 2.51  C1 1.094
6 H 0.93 -0.95 0.95  C2 1.087
7 H 0.75 -1.84 2.47  C2 1.095
8 H 2.21 -0.83 2.16  C2 1.086
9 C -1.07 0.14 -1.45  C10 1.530, C11 1.531, H12 1.092, H13 1.089
10 C -0.34 1.46 -1.14  C9 1.530, H14 1.090, H17 1.091, H18 1.089
11 C -0.27 -0.92 -2.21  C9 1.531, H15 1.087, H16 1.090, H19 1.091
12 H -1.40 -0.26 -0.49  C9 1.092
13 H -1.94 0.37 -2.06  C9 1.089
14 H -0.82 1.96 -0.30  C10 1.090
15 H -0.84 -1.85 -2.16  C11 1.087
16 H -0.11 -0.58 -3.23  C11 1.090
17 H -0.40 2.19 -1.94  C10 1.091
18 H 0.70 1.28 -0.87  C10 1.089
19 H 0.69 -1.15 -1.75  C11 1.091

---

--- ii ---
2 unconnected molecules or ions with the total composition C5H14. Source: the Open Molecules 2025 dataset; level of theory: ωB97M-V/def2-TZVPD.

Values from the calculation:
E_HOMO   -0.402 Ha
SMILES   CCC.CC
LUMO energy   1.13 eV

Last columns: bonded neighbours and bond lengths (Å).
Element x y z (Å)
1 C -1.20 -0.37 -0.47  C2 1.488, C3 1.527, H4 1.165, H5 1.063
2 C -2.40 -1.16 -0.85  C1 1.488, H6 1.107, H7 1.143, H10 1.153
3 C -1.47 0.93 0.28  C1 1.527, H8 1.177, H9 1.191, H11 0.999
4 H -0.66 0.01 -1.43  C1 1.165
5 H -0.46 -0.87 0.09  C1 1.063
6 H -2.51 -1.26 -1.94  C2 1.107
7 H -2.27 -2.24 -0.49  C2 1.143
8 H -0.51 1.61 0.32  C3 1.177
9 H -1.75 1.00 1.44  C3 1.191
10 H -3.41 -0.83 -0.39  C2 1.153
11 H -2.07 1.63 -0.10  C3 0.999
12 C 1.94 0.78 0.02  C13 1.531, H14 1.084, H15 1.075, H16 1.169
13 C 2.69 -0.28 0.83  C12 1.531, H17 1.167, H18 1.073, H19 1.088
14 H 2.70 1.05 -0.70  C12 1.084
15 H 1.12 0.28 -0.46  C12 1.075
16 H 1.67 1.68 0.72  C12 1.169
17 H 1.94 -1.08 1.23  C13 1.167
18 H 3.31 0.01 1.66  C13 1.073
19 H 3.35 -0.89 0.22  C13 1.088

---

Relative calculated energies, zero for the most stable structure, unit kcal/mol: i 0.0; ii 34.4.

---

--- i ---
2 unconnected molecules or ions with the total composition C5H14. Source: the Open Molecules 2025 dataset; level of theory: ωB97M-V/def2-TZVPD.

Values from the calculation:
E_HOMO   -0.413 Ha
SMILES   CCC.CC
LUMO energy   1.11 eV

Last columns: bonded neighbours and bond lengths (Å).
Element x y z (Å)
1 C 1.91 0.75 0.48  C2 1.561, H3 1.077, H4 1.083, H5 1.087
2 C 3.15 0.32 -0.38  C1 1.561, H6 1.096, H7 1.085, H8 1.094
3 H 1.25 -0.08 0.30  C1 1.077
4 H 2.31 0.92 1.47  C1 1.083
5 H 1.49 1.67 0.07  C1 1.087
6 H 3.26 -0.77 -0.47  C2 1.096
7 H 4.14 0.69 -0.13  C2 1.085
8 H 2.95 0.57 -1.42  C2 1.094
9 C -1.79 -0.86 -0.36  C10 1.534, C11 1.514, H12 1.100, H13 1.085
10 C -1.25 -0.84 1.08  C9 1.534, H14 1.096, H15 1.099, H18 1.083
11 C -2.48 0.43 -0.76  C9 1.514, H16 1.097, H17 1.099, H19 1.090
12 H -0.95 -0.96 -1.06  C9 1.100
13 H -2.47 -1.68 -0.53  C9 1.085
14 H -1.47 -1.82 1.52  C10 1.096
15 H -1.89 -0.24 1.74  C10 1.099
16 H -1.78 1.26 -0.89  C11 1.097
17 H -2.83 0.35 -1.80  C11 1.099
18 H -0.26 -0.44 1.20  C10 1.083
19 H -3.28 0.72 -0.08  C11 1.090

---

--- ii ---
2 unconnected molecules or ions with the total composition C5H14. Source: the Open Molecules 2025 dataset; level of theory: ωB97M-V/def2-TZVPD.

Values from the calculation:
E_HOMO   -0.425 Ha
SMILES   CCC.CC
LUMO energy   1.11 eV

Last columns: bonded neighbours and bond lengths (Å).
Element x y z (Å)
1 C 0.30 1.40 2.72  C2 1.541, H3 1.089, H4 1.083, H5 1.092
2 C -0.72 0.33 3.15  C1 1.541, H6 1.082, H7 1.093, H8 1.093
3 H 0.29 2.22 3.44  C1 1.089
4 H 1.30 0.97 2.68  C1 1.083
5 H 0.13 1.77 1.71  C1 1.092
6 H -1.38 0.72 3.91  C2 1.082
7 H -0.20 -0.52 3.60  C2 1.093
8 H -1.32 -0.06 2.32  C2 1.093
9 C -0.34 -0.62 -1.71  C10 1.522, C11 1.530, H12 1.091, H13 1.084
10 C -0.33 -0.12 -3.15  C9 1.522, H14 1.091, H17 1.094, H18 1.086
11 C 1.04 -1.05 -1.22  C9 1.530, H15 1.097, H16 1.086, H19 1.092
12 H -0.72 0.16 -1.05  C9 1.091
13 H -1.02 -1.47 -1.66  C9 1.084
14 H -0.28 -0.93 -3.88  C10 1.091
15 H 1.00 -1.25 -0.14  C11 1.097
16 H 1.42 -1.94 -1.74  C11 1.086
17 H 0.52 0.52 -3.38  C10 1.094
18 H -1.20 0.46 -3.45  C10 1.086
19 H 1.74 -0.22 -1.36  C11 1.092

---

--- iii ---
2 unconnected molecules or ions with the total composition C5H14. Source: the Open Molecules 2025 dataset; level of theory: ωB97M-V/def2-TZVPD.

Values from the calculation:
E_HOMO   -0.415 Ha
SMILES   CCC.CC
LUMO energy   1.09 eV

Last columns: bonded neighbours and bond lengths (Å).
Element x y z (Å)
1 C 1.22 0.43 0.84  C2 1.530, C3 1.530, H4 1.090, H5 1.104
2 C 2.44 0.90 0.06  C1 1.530, H6 1.089, H10 1.083, H11 1.099
3 C 0.81 1.39 1.96  C1 1.530, H7 1.087, H8 1.083, H9 1.090
4 H 0.33 0.26 0.23  C1 1.090
5 H 1.41 -0.57 1.27  C1 1.104
6 H 3.35 0.55 0.55  C2 1.089
7 H 0.51 2.35 1.54  C3 1.087
8 H 0.03 0.96 2.58  C3 1.083
9 H 1.65 1.61 2.62  C3 1.090
10 H 2.40 0.57 -0.98  C2 1.083
11 H 2.49 2.00 0.09  C2 1.099
12 C -1.65 -1.67 -1.87  C13 1.529, H14 1.086, H15 1.085, H16 1.089
13 C -2.49 -0.94 -0.82  C12 1.529, H17 1.088, H18 1.089, H19 1.085
14 H -2.27 -2.40 -2.38  C12 1.086
15 H -1.24 -1.00 -2.62  C12 1.085
16 H -0.81 -2.20 -1.43  C12 1.089
17 H -3.26 -0.33 -1.27  C13 1.088
18 H -1.93 -0.24 -0.20  C13 1.089
19 H -2.98 -1.69 -0.19  C13 1.085

---

Relative calculated energies, zero for the most stable structure, unit kcal/mol: i 13.1; ii 1.5; iii 0.0.

---

--- i ---
2 unconnected molecules or ions with the total composition C5H14. Source: the Open Molecules 2025 dataset; level of theory: ωB97M-V/def2-TZVPD.

Values from the calculation:
E_HOMO   -0.400 Ha
SMILES   CCC.CC
LUMO energy   1.11 eV

Last columns: bonded neighbours and bond lengths (Å).
Element x y z (Å)
1 C -0.06 1.37 0.13  C2 1.508, C3 1.545, H4 1.092, H5 1.090
2 C -0.57 1.04 1.51  C1 1.508, H6 1.091, H7 1.090, H10 1.097
3 C -0.47 2.73 -0.47  C1 1.545, H8 1.086, H9 1.092, H11 1.086
4 H -0.55 0.68 -0.55  C1 1.092
5 H 0.98 1.14 -0.08  C1 1.090
6 H -1.63 0.76 1.52  C2 1.091
7 H 0.00 0.25 2.00  C2 1.090
8 H -1.09 2.57 -1.35  C3 1.086
9 H 0.40 3.26 -0.88  C3 1.092
10 H -0.52 1.87 2.22  C2 1.097
11 H -1.01 3.44 0.16  C3 1.086
12 C -0.03 -2.16 -0.19  C13 1.520, H14 1.090, H15 1.089, H16 1.098
13 C 1.14 -2.78 -0.93  C12 1.520, H17 1.091, H18 1.086, H19 1.090
14 H -0.19 -2.58 0.80  C12 1.090
15 H -0.14 -1.07 -0.18  C12 1.089
16 H -0.93 -2.46 -0.74  C12 1.098
17 H 1.20 -2.41 -1.95  C13 1.091
18 H 0.99 -3.86 -1.00  C13 1.086
19 H 2.11 -2.65 -0.44  C13 1.090

---

--- ii ---
2 unconnected molecules or ions with the total composition C5H14. Source: the Open Molecules 2025 dataset; level of theory: ωB97M-V/def2-TZVPD.

Values from the calculation:
E_HOMO   -0.416 Ha
SMILES   CCC.CC
LUMO energy   1.13 eV

Last columns: bonded neighbours and bond lengths (Å).
Element x y z (Å)
1 C -1.24 2.42 2.47  C2 1.528, H3 1.089, H4 1.088, H5 1.090
2 C -0.75 1.00 2.20  C1 1.528, H6 1.090, H7 1.089, H8 1.089
3 H -0.88 2.81 3.42  C1 1.089
4 H -0.93 3.11 1.68  C1 1.088
5 H -2.33 2.44 2.50  C1 1.090
6 H -1.18 0.63 1.27  C2 1.090
7 H -1.09 0.34 2.99  C2 1.089
8 H 0.33 0.94 2.15  C2 1.089
9 C 0.80 -1.16 -2.29  C10 1.526, C11 1.523, H12 1.093, H13 1.089
10 C -0.14 -0.34 -1.41  C9 1.526, H14 1.089, H15 1.096, H18 1.092
11 C 1.59 -2.21 -1.53  C9 1.523, H16 1.098, H17 1.093, H19 1.087
12 H 0.20 -1.63 -3.08  C9 1.093
13 H 1.48 -0.49 -2.82  C9 1.089
14 H 0.37 0.10 -0.56  C10 1.089
15 H -1.01 -0.90 -1.05  C10 1.096
16 H 1.69 -1.96 -0.47  C11 1.098
17 H 1.09 -3.18 -1.51  C11 1.093
18 H -0.57 0.46 -2.02  C10 1.092
19 H 2.58 -2.39 -1.94  C11 1.087

---

Relative calculated energies, zero for the most stable structure, unit kcal/mol: i 9.9; ii 0.0.